[1]
A cluster of 8 separate species, C57H114Br3N7O7 in total. Source: OMol25; level of theory: wB97M-V/def2-TZVPD.

Last columns: bonded neighbours and bond lengths (Å).
Positions of all 188 atoms, in Å:
1 C 0.0116 -0.3850 0.2576  Br2 2.035, Br3 2.016, Br4 2.002, H5 1.090
2 Br -1.0151 1.3299 -0.1232  C1 2.035
3 Br -1.2507 -1.9492 0.1083  C1 2.016
4 Br 0.8268 -0.2274 2.0796  C1 2.002
5 H 0.7998 -0.4284 -0.4940  C1 1.090
6 C 5.2393 1.5939 1.0017  C7 1.562, H17 1.090, H18 1.090, H19 1.090
7 C 4.3228 2.3421 -0.0189  C6 1.562, C8 1.586, N12 1.451, C16 1.592
8 C 5.1679 3.6081 -0.4649  C7 1.586, C9 1.556, H20 1.090, H21 1.090
9 C 4.5288 4.3852 -1.6515  C8 1.556, C10 1.582, H22 1.090, H23 1.090
10 C 4.2970 3.3466 -2.8221  C9 1.582, C11 1.539, H24 1.090, H25 1.090
11 C 3.5158 2.0991 -2.3715  C10 1.539, N12 1.481, C14 1.543, C15 1.509
12 N 4.1076 1.4783 -1.1646  C7 1.451, C11 1.481, O13 1.531
13 O 3.5455 0.0942 -0.8310  N12 1.531
14 C 1.9975 2.3738 -2.3409  C11 1.543, H26 1.090, H27 1.090, H28 1.090
15 C 3.7758 1.1288 -3.4974  C11 1.509, H29 1.090, H30 1.090, H31 1.090
16 C 2.9724 2.7862 0.6974  C7 1.592, H32 1.090, H33 1.090, H34 1.090
17 H 6.2612 1.4310 0.6594  C6 1.090
18 H 4.9186 0.5913 1.2845  C6 1.090
19 H 5.2403 2.3146 1.8194  C6 1.090
20 H 5.2175 4.2668 0.4022  C8 1.090
21 H 6.1961 3.2704 -0.5943  C8 1.090
22 H 5.2758 5.1302 -1.9254  C9 1.090
23 H 3.6479 4.9217 -1.2991  C9 1.090
24 H 5.2506 2.9434 -3.1631  C10 1.090
25 H 3.8013 3.8365 -3.6602  C10 1.090
26 H 1.4288 1.5462 -1.9170  C14 1.090
27 H 1.8587 3.2120 -1.6580  C14 1.090
28 H 1.7361 2.5540 -3.3837  C14 1.090
29 H 3.1240 0.2579 -3.4285  C15 1.090
30 H 3.5745 1.6811 -4.4153  C15 1.090
31 H 4.8175 0.8104 -3.4569  C15 1.090
32 H 3.1820 3.0279 1.7394  C16 1.090
33 H 2.3237 1.9153 0.6034  C16 1.090
34 H 2.4735 3.6281 0.2174  C16 1.090
35 C 6.3054 -2.1247 7.0910  C36 1.541, H46 1.090, H47 1.090, H48 1.090
36 C 4.7999 -2.2660 6.7966  C35 1.541, C37 1.535, N41 1.478, C45 1.576
37 C 4.1605 -0.9046 7.1024  C36 1.535, C38 1.497, H49 1.090, H50 1.090
38 C 4.3183 0.1866 6.0900  C37 1.497, C39 1.534, H51 1.090, H52 1.090
39 C 3.9037 -0.3380 4.7090  C38 1.534, C40 1.550, H53 1.090, H54 1.090
40 C 4.5466 -1.6673 4.2392  C39 1.550, N41 1.548, C43 1.550, C44 1.591
41 N 4.5344 -2.6865 5.4046  C36 1.478, C40 1.548, O42 1.510
42 O 4.8883 -4.1092 5.0426  N41 1.510
43 C 3.6471 -2.0655 3.0409  C40 1.550, H55 1.090, H56 1.090, H57 1.090
44 C 5.9752 -1.2059 3.7123  C40 1.591, H58 1.090, H59 1.090, H60 1.090
45 C 4.1389 -3.1513 7.9204  C36 1.576, H61 1.090, H62 1.090, H63 1.090
46 H 6.8599 -3.0398 6.8826  C35 1.090
47 H 6.4388 -1.8918 8.1474  C35 1.090
48 H 6.7934 -1.3497 6.4999  C35 1.090
49 H 3.0803 -0.9552 7.2386  C37 1.090
50 H 4.3739 -0.3826 8.0351  C37 1.090
51 H 5.3042 0.6420 6.1827  C38 1.090
52 H 3.6045 0.9137 6.4771  C38 1.090
53 H 4.0785 0.3598 3.8901  C39 1.090
54 H 2.8160 -0.3541 4.7778  C39 1.090
55 H 2.6502 -2.2721 3.4301  C43 1.090
56 H 3.4924 -1.3037 2.2768  C43 1.090
57 H 3.9699 -3.0130 2.6093  C43 1.090
58 H 6.3855 -2.1683 3.4066  C44 1.090
59 H 5.8567 -0.5376 2.8594  C44 1.090
60 H 6.6111 -0.6614 4.4103  C44 1.090
61 H 4.4104 -4.2046 7.9917  C45 1.090
62 H 3.0566 -3.2722 7.9665  C45 1.090
63 H 4.4113 -2.7755 8.9066  C45 1.090
64 C 0.1477 -2.3902 -7.1434  C65 1.536, H75 1.090, H76 1.090, H77 1.090
65 C -0.8778 -2.0883 -6.0408  C64 1.536, C66 1.516, N70 1.493, C74 1.495
66 C -0.0508 -1.4110 -4.9652  C65 1.516, C67 1.587, H78 1.090, H79 1.090
67 C -0.8330 -0.6942 -3.7852  C66 1.587, C68 1.550, H80 1.090, H81 1.090
68 C -1.8715 0.2357 -4.4620  C67 1.550, C69 1.505, H82 1.090, H83 1.090
69 C -2.7364 -0.4519 -5.4845  C68 1.505, N70 1.500, C72 1.545, C73 1.583
70 N -1.9106 -1.1315 -6.5366  C65 1.493, C69 1.500, O71 1.442
71 O -2.5566 -1.5804 -7.7450  N70 1.442
72 C -3.6908 -1.4239 -4.7563  C69 1.545, H84 1.090, H85 1.090, H86 1.090
73 C -3.6238 0.7126 -6.0867  C69 1.583, H87 1.090, H88 1.090, H89 1.090
74 C -1.3414 -3.4076 -5.5124  C65 1.495, H90 1.090, H91 1.090, H92 1.090
75 H 0.7297 -1.5167 -7.4373  C64 1.090
76 H -0.3684 -2.8282 -7.9978  C64 1.090
77 H 0.8348 -3.1738 -6.8242  C64 1.090
78 H 0.8297 -1.9821 -4.6708  C66 1.090
79 H 0.3690 -0.5456 -5.4779  C66 1.090
80 H -0.1305 -0.0227 -3.2914  C67 1.090
81 H -1.1804 -1.2923 -2.9428  C67 1.090
82 H -1.4722 1.1750 -4.8446  C68 1.090
83 H -2.4936 0.6367 -3.6618  C68 1.090
84 H -4.5605 -0.8708 -4.4019  C72 1.090
85 H -4.1029 -2.2070 -5.3927  C72 1.090
86 H -3.2520 -1.8760 -3.8668  C72 1.090
87 H -4.5030 0.2411 -6.5258  C73 1.090
88 H -3.9859 1.4130 -5.3341  C73 1.090
89 H -3.1151 1.2951 -6.8548  C73 1.090
90 H -1.6189 -3.2505 -4.4701  C74 1.090
91 H -0.5794 -4.1617 -5.7091  C74 1.090
92 H -2.0660 -3.8196 -6.2148  C74 1.090
93 C -1.4881 5.5407 -1.5104  C94 1.544, H104 1.090, H105 1.090, H106 1.090
94 C -2.9953 5.2443 -1.6630  C93 1.544, C95 1.525, N99 1.510, C103 1.539
95 C -3.5226 6.5475 -1.0712  C94 1.525, C96 1.574, H107 1.090, H108 1.090
96 C -5.0323 6.8255 -1.4187  C95 1.574, C97 1.516, H109 1.090, H110 1.090
97 C -5.0366 6.9650 -2.9287  C96 1.516, C98 1.558, H111 1.090, H112 1.090
98 C -4.5850 5.7216 -3.7527  C97 1.558, N99 1.524, C101 1.537, C102 1.545
99 N -3.3919 5.0294 -3.1039  C94 1.510, C98 1.524, O100 1.517
100 O -2.9439 3.7134 -3.7114  N99 1.517
101 C -5.8582 4.8639 -3.8364  C98 1.537, H113 1.090, H114 1.090, H115 1.090
102 C -4.2624 6.1700 -5.1958  C98 1.545, H116 1.090, H117 1.090, H118 1.090
103 C -3.3836 4.0890 -0.7229  C94 1.539, H119 1.090, H120 1.090, H121 1.090
104 H -1.2905 6.4067 -2.1422  C93 1.090
105 H -0.9327 4.6860 -1.8964  C93 1.090
106 H -1.1644 5.8294 -0.5104  C93 1.090
107 H -3.5264 6.6807 0.0107  C95 1.090
108 H -3.0812 7.5163 -1.3050  C95 1.090
109 H -5.4097 7.7833 -1.0606  C96 1.090
110 H -5.7465 6.0823 -1.0642  C96 1.090
111 H -4.5220 7.8812 -3.2184  C97 1.090
112 H -6.0790 7.1790 -3.1649  C97 1.090
113 H -5.8734 4.5021 -2.8083  C101 1.090
114 H -6.7132 5.4607 -4.1540  C101 1.090
115 H -5.6544 4.1399 -4.6253  C101 1.090
116 H -4.8617 7.0423 -5.4565  C102 1.090
117 H -3.2392 6.5426 -5.2438  C102 1.090
118 H -4.4878 5.3774 -5.9093  C102 1.090
119 H -4.4642 3.9909 -0.8267  C103 1.090
120 H -3.1024 4.0428 0.3292  C103 1.090
121 H -2.9334 3.1663 -1.0891  C103 1.090
122 C -5.7666 2.8207 4.0006  C123 1.581, H133 1.090, H134 1.090, H135 1.090
123 C -6.2571 1.9527 2.7740  C122 1.581, C124 1.584, N128 1.476, C132 1.512
124 C -5.0007 1.8207 1.8185  C123 1.584, C125 1.446, H136 1.090, H137 1.090
125 C -4.0032 0.8997 2.3155  C124 1.446, C126 1.545, H138 1.090, H139 1.090
126 C -4.6255 -0.4835 2.6079  C125 1.545, C127 1.554, H140 1.090, H141 1.090
127 C -5.8493 -0.4593 3.5654  C126 1.554, N128 1.476, C130 1.528, C131 1.536
128 N -6.7683 0.6303 3.1829  C123 1.476, C127 1.476, O129 1.449
129 O -7.9683 0.6973 3.9918  N128 1.449
130 C -6.4797 -1.8465 3.4450  C127 1.528, H142 1.090, H143 1.090, H144 1.090
131 C -5.4277 -0.4890 5.0423  C127 1.536, H145 1.090, H146 1.090, H147 1.090
132 C -7.2154 2.6156 1.8113  C123 1.512, H148 1.090, H149 1.090, H150 1.090
133 H -5.2421 3.6983 3.6228  C122 1.090
134 H -4.9600 2.2853 4.5014  C122 1.090
135 H -6.5827 3.0578 4.6831  C122 1.090
136 H -5.1665 1.6055 0.7629  C124 1.090
137 H -4.4972 2.7874 1.8287  C124 1.090
138 H -3.6022 1.2674 3.2600  C125 1.090
139 H -3.0693 0.7712 1.7684  C125 1.090
140 H -3.8861 -1.1487 3.0538  C126 1.090
141 H -4.8895 -0.9912 1.6802  C126 1.090
142 H -6.9550 -1.9063 2.4659  C130 1.090
143 H -5.8216 -2.7153 3.4576  C130 1.090
144 H -7.2130 -1.9030 4.2495  C130 1.090
145 H -6.2782 -0.4115 5.7196  C131 1.090
146 H -4.8164 -1.3226 5.3880  C131 1.090
147 H -4.9410 0.4694 5.2232  C131 1.090
148 H -7.4281 1.9797 0.9519  C132 1.090
149 H -6.7604 3.4980 1.3613  C132 1.090
150 H -8.1574 2.8660 2.2992  C132 1.090
151 C 4.7273 -6.6772 -0.4898  C152 1.578, H162 1.090, H163 1.090, H164 1.090
152 C 3.2900 -6.0537 -0.6759  C151 1.578, C153 1.576, N157 1.495, C161 1.539
153 C 2.9257 -5.3012 0.6598  C152 1.576, C154 1.492, H165 1.090, H166 1.090
154 C 1.9063 -4.2142 0.5902  C153 1.492, C155 1.516, H167 1.090, H168 1.090
155 C 2.1465 -3.2985 -0.5944  C154 1.516, C156 1.529, H169 1.090, H170 1.090
156 C 2.3539 -3.9830 -1.9463  C155 1.529, N157 1.473, C159 1.624, C160 1.571
157 N 3.3555 -5.0503 -1.7826  C152 1.495, C156 1.473, O158 1.481
158 O 3.8707 -5.5574 -3.0751  N157 1.481
159 C 0.9062 -4.4803 -2.4892  C156 1.624, H171 1.090, H172 1.090, H173 1.090
160 C 2.7822 -2.8238 -2.9168  C156 1.571, H174 1.090, H175 1.090, H176 1.090
161 C 2.2694 -7.1969 -0.8166  C152 1.539, H177 1.090, H178 1.090, H179 1.090
162 H 4.7649 -7.4360 0.2918  C151 1.090
163 H 5.3676 -5.8068 -0.3463  C151 1.090
164 H 5.0988 -7.1543 -1.3967  C151 1.090
165 H 2.7733 -6.0124 1.4716  C153 1.090
166 H 3.8205 -4.7873 1.0110  C153 1.090
167 H 1.8565 -3.7545 1.5773  C154 1.090
168 H 0.8992 -4.6268 0.5295  C154 1.090
169 H 3.0808 -2.7569 -0.4464  C155 1.090
170 H 1.4093 -2.4961 -0.6226  C155 1.090
171 H 1.0924 -5.3182 -3.1610  C159 1.090
172 H 0.3043 -4.9764 -1.7279  C159 1.090
173 H 0.3331 -3.7137 -3.0108  C159 1.090
174 H 2.1355 -1.9514 -3.0105  C160 1.090
175 H 3.8178 -2.5260 -2.7524  C160 1.090
176 H 2.9275 -3.2448 -3.9117  C160 1.090
177 H 2.7503 -8.1176 -0.4861  C161 1.090
178 H 2.0071 -7.3601 -1.8619  C161 1.090
179 H 1.4040 -7.0568 -0.1687  C161 1.090
180 O 1.0988 -2.6636 6.2380  C181 1.182
181 C 0.9114 -3.3105 5.2670  O180 1.182, N182 1.357, C183 1.548
182 N 1.7015 -4.4006 5.1010  C181 1.357, H184 1.010, H185 1.010
183 C -0.1466 -2.9129 4.2096  C181 1.548, H186 1.090, H187 1.090, H188 1.090
184 H 2.3916 -4.5440 5.8245  N182 1.010
185 H 1.7093 -4.8916 4.2185  N182 1.010
186 H 0.0238 -3.3859 3.2425  C183 1.090
187 H -0.3142 -1.8363 4.2406  C183 1.090
188 H -1.1135 -3.2880 4.5452  C183 1.090

The total charge is 0. The energy comes out at -10871.5524 a.u. As for the gap between HOMO and LUMO (alpha / beta): 7.95 / 8.35 eV. As for the spin multiplicity: 7. The calculation puts the HOMO energy (alpha / beta) at -8.84 / -9.62 eV.

[2]
A cluster of 2 separate species, C29H36BF3O3 in total. Source: OMol25; level of theory: wB97M-V/def2-TZVPD.

Last columns: bonded neighbours and bond lengths (Å).
Positions of all 72 atoms, in Å:
1 C -0.0763 1.0191 -2.2618  C2 1.490, H12 1.097, H13 1.097, H14 1.095
2 C -0.7818 0.3516 -1.1316  C1 1.490, C3 1.466, H15 1.096
3 C -2.2216 0.6012 -1.0087  C2 1.466, C4 1.434, C10 1.427
4 C -3.1408 -0.4953 -1.1084  C3 1.434, C5 1.500, C6 1.385
5 C -2.6873 -1.8907 -1.4186  C4 1.500, H16 1.092, H17 1.102, H18 1.093
6 C -4.5015 -0.2433 -1.0579  C4 1.385, C7 1.397, H19 1.097
7 C -5.0181 1.0521 -0.9753  C6 1.397, C8 1.496, C9 1.398
8 C -6.4979 1.2670 -1.0277  C7 1.496, H20 1.090, H21 1.097, H22 1.093
9 C -4.1201 2.1234 -0.9449  C7 1.398, C10 1.383, H23 1.096
10 C -2.7515 1.9265 -0.9893  C3 1.427, C9 1.383, C11 1.496
11 C -1.9037 3.1508 -1.1308  C10 1.496, H24 1.101, H25 1.089, H26 1.105
12 H 0.6013 0.3422 -2.7969  C1 1.097
13 H -0.7493 1.4541 -3.0114  C1 1.097
14 H 0.5254 1.8378 -1.8538  C1 1.095
15 H -0.6053 -0.7264 -1.0441  C2 1.096
16 H -3.4803 -2.6019 -1.1763  C5 1.092
17 H -2.4777 -2.0145 -2.4931  C5 1.102
18 H -1.7951 -2.1853 -0.8594  C5 1.093
19 H -5.2052 -1.0813 -1.1314  C6 1.097
20 H -6.7511 2.2621 -0.6613  C8 1.090
21 H -6.8718 1.1695 -2.0543  C8 1.097
22 H -7.0156 0.5234 -0.4156  C8 1.093
23 H -4.5211 3.1423 -0.8965  C9 1.096
24 H -2.3372 3.9857 -0.5597  C11 1.101
25 H -0.9000 2.9687 -0.7485  C11 1.089
26 H -1.8211 3.4861 -2.1802  C11 1.105
27 C 2.7553 -1.0333 4.9175  C28 1.448, H52 1.096, H53 1.096, H54 1.098
28 C 2.7804 -0.2784 3.6821  C27 1.448, C29 1.370, O51 1.377
29 C 3.7993 0.3440 3.0098  C28 1.370, C30 1.426, H55 1.085
30 C 3.2239 0.8134 1.7930  C29 1.426, C31 1.381, H56 1.082
31 C 1.8893 0.4601 1.7938  C30 1.381, C33 1.467, O51 1.357
32 B 1.1106 -0.6031 -0.4821  C33 1.740, O43 1.388, O50 1.406
33 C 0.8524 0.5846 0.7633  C31 1.467, B32 1.740, C34 1.483, C42 1.485
34 C 1.0973 2.0026 0.4051  C33 1.483, C35 1.375, H57 1.095
35 C 0.4664 3.0189 1.0840  C34 1.375, C36 1.398, H58 1.093
36 C -0.6760 2.7474 1.8433  C35 1.398, C37 1.504, C41 1.397
37 C -1.4988 3.8663 2.4214  C36 1.504, F38 1.376, F39 1.368, F40 1.371
38 F -2.8437 3.5832 2.3519  C37 1.376
39 F -1.2163 4.1139 3.7368  C37 1.368
40 F -1.3134 5.0416 1.7412  C37 1.371
41 C -1.1079 1.4315 2.0242  C36 1.397, C42 1.356, H59 1.090
42 C -0.4669 0.4002 1.4198  C33 1.485, C41 1.356, H60 1.091
43 O 2.2094 -0.4865 -1.3219  B32 1.388, C44 1.450
44 C 2.5768 -1.8396 -1.6913  O43 1.450, C45 1.524, C46 1.514, C47 1.585
45 C 2.0152 -2.1107 -3.0816  C44 1.524, H61 1.097, H62 1.097, H63 1.099
46 C 4.0845 -1.9206 -1.7999  C44 1.514, H64 1.097, H65 1.097, H66 1.094
47 C 1.9191 -2.7357 -0.5619  C44 1.585, C48 1.510, C49 1.525, O50 1.443
48 C 1.3837 -4.0721 -1.0167  C47 1.510, H67 1.091, H68 1.093, H69 1.091
49 C 2.8442 -2.9396 0.6335  C47 1.525, H70 1.099, H71 1.097, H72 1.096
50 O 0.8015 -1.9296 -0.1347  B32 1.406, C47 1.443
51 O 1.6194 -0.2058 2.9446  C28 1.377, C31 1.357
52 H 3.6565 -0.8012 5.4971  C27 1.096
53 H 1.8841 -0.8083 5.5435  C27 1.096
54 H 2.7718 -2.1062 4.6830  C27 1.098
55 H 4.8383 0.4295 3.3118  C29 1.085
56 H 3.7441 1.3282 0.9956  C30 1.082
57 H 1.9052 2.2133 -0.3032  C34 1.095
58 H 0.7960 4.0539 0.9613  C35 1.093
59 H -1.9924 1.2504 2.6352  C41 1.090
60 H -0.8700 -0.6117 1.4791  C42 1.091
61 H 2.3710 -3.0925 -3.4167  C45 1.097
62 H 0.9183 -2.0896 -3.1029  C45 1.097
63 H 2.3874 -1.3531 -3.7857  C45 1.099
64 H 4.4055 -2.9289 -2.0901  C46 1.097
65 H 4.4273 -1.2345 -2.5843  C46 1.097
66 H 4.5806 -1.6630 -0.8595  C46 1.094
67 H 2.2078 -4.6949 -1.3683  C48 1.091
68 H 0.9050 -4.5891 -0.1816  C48 1.093
69 H 0.6401 -3.9879 -1.8103  C48 1.091
70 H 3.6270 -3.6878 0.4477  C49 1.099
71 H 3.3408 -2.0061 0.9248  C49 1.097
72 H 2.2550 -3.2978 1.4855  C49 1.096

The total charge is 0. The energy comes out at -1676.7530 a.u. As for the gap between HOMO and LUMO: 4.88 eV. The calculation puts the HOMO energy at -6.28 eV.

[3]
A cluster of 2 separate species, C8H9N2O2 in total. Source: OMol25; level of theory: wB97M-V/def2-TZVPD.

Last columns: bonded neighbours and bond lengths (Å).
Positions of all 21 atoms, in Å:
1 C -1.8394 0.4786 -0.8188  C7 1.394, N9 1.141
2 C -0.1084 1.8798 -1.2372  C7 1.410, N10 1.154
3 C 1.2736 -0.4511 1.3730  C8 1.567, O11 1.228, O12 1.225
4 C -0.8590 1.6053 1.2015  C7 1.511, H13 1.050, H14 1.085, H15 1.055
5 C -0.3717 -1.8601 0.1874  C8 1.542, H16 1.110, H17 1.074, H18 1.054
6 C 1.2640 -0.5295 -1.3728  C8 1.535, H19 1.036, H20 1.114, H21 1.081
7 C -0.7595 1.1363 -0.2314  C1 1.394, C2 1.410, C4 1.511
8 C 0.5667 -0.6533 -0.0113  C3 1.567, C5 1.542, C6 1.535
9 N -2.6999 -0.0917 -1.3036  C1 1.141
10 N 0.4177 2.5191 -2.0409  C2 1.154
11 O 2.4558 -0.1489 1.2348  C3 1.228
12 O 0.6294 -0.8838 2.3205  C3 1.225
13 H -1.7011 2.2118 1.3588  C4 1.050
14 H 0.0773 1.9269 1.6459  C4 1.085
15 H -1.0193 0.8093 1.8745  C4 1.055
16 H -1.1108 -1.4081 0.8809  C5 1.110
17 H 0.1478 -2.6443 0.7051  C5 1.074
18 H -0.8563 -2.2870 -0.6461  C5 1.054
19 H 0.6997 -0.4863 -2.2402  C6 1.036
20 H 1.9635 0.3278 -1.4996  C6 1.114
21 H 1.8298 -1.4508 -1.3806  C6 1.081

The total charge is -1. The energy comes out at -570.1151 a.u. As for the gap between HOMO and LUMO (alpha / beta): 6.07 / 5.41 eV. As for the spin multiplicity: 3. The calculation puts the HOMO energy (alpha / beta) at -2.42 / -4.72 eV.

Calculated energy above the lowest of the compared OMol25 structures with the same formula, charge and spin (kcal per mole), listed in the same order as above: 0.0 0.0 0.0